{"formula": "C3H7NO2S2", "method": "ωB97M-V with the def2-TZVPD basis set", "e_above_lowest_kcal_mol": 101.7, "lumo_energy_ev": [-1.23, -1.27], "fmax_ev_per_a": 5.082, "energy_ha": -1119.97826, "molar_mass_g_mol": 153.23, "orbital_gap_ev": [7.3, 7.3], "species": ["C", "C", "C", "N", "O", "O", "S", "S", "H", "H", "H", "H", "H", "H", "H"], "positions_angstrom": [[0.8298, 0.0528, -0.1255], [-0.1504, -0.9521, 0.4242], [-1.0711, 1.4608, 0.1551], [0.0893, 1.2183, -0.5367], [-0.3620, -2.5898, -3.8760], [-2.3055, -0.4096, -1.2568], [-1.1759, -1.5118, -4.4730], [-1.8482, -0.2671, 0.1262], [1.4990, 0.4773, 0.6855], [1.4429, -0.2191, -0.9838], [0.1274, -2.0100, 0.0439], [-0.0371, -1.0711, 1.4986], [-0.8485, 1.6002, 1.1616], [-1.6019, 2.1676, -0.3122], [-0.0835, 0.9704, -1.5526]], "forces_ev_per_angstrom": [[1.36, 2.04, 1.67], [0.52, -2.13, -0.57], [1.20, -4.41, 0.90], [2.15, 0.17, -4.60], [0.11, -0.10, 0.08], [0.09, -0.44, -1.54], [-0.12, 0.13, 0.00], [-0.49, -0.06, 1.88], [-0.28, -1.15, -0.64], [-0.01, -0.48, 0.32], [-1.29, 1.64, 0.18], [-0.33, 0.27, 0.25], [0.16, 0.84, 1.96], [-2.62, 2.43, -1.34], [-0.48, 1.25, 1.44]], "mulliken_charge": [-0.6105, -0.4911, -0.6049, -0.4398, -0.2956, -0.5810, 0.2860, 0.3359, 0.2304, 0.3757, 0.3275, 0.3733, 0.3603, 0.4153, 0.3185]}